(w)
A single C2H4OS molecule, computed with ωB97M-V/def2-TZVPD.

```
! RIJCOSX wB97M-V def2-TZVPD def2/J DEFGRID3
* xyz 0 1
C 0.272 1.000 -0.009
O -0.790 0.082 0.046
C -0.406 -1.134 -0.006
S -1.159 -2.333 0.825
H 0.778 0.742 -0.883
H 0.899 0.936 0.914
H -0.049 2.097 -0.142
H 0.455 -1.390 -0.746
*
```

Calculated values
Frontier orbital gap in Ha: 0.33366
LUMO level in eV: 0.27
Structure (SMILES): COC=S
HOMO in eV: -8.81

How is the electron density shared among the atoms? According to Mulliken, the charges in e are: C -0.65; O -0.20; C 0.05; S -0.27; H 0.36; H 0.28; H 0.22; H 0.22

---

(x)
A single C2H4OS molecule, computed with ωB97M-V/def2-TZVPD.

```
! RIJCOSX wB97M-V def2-TZVPD def2/J DEFGRID3
* xyz 0 1
O -1.680 -0.480 1.278
C -0.647 -0.595 0.707
C -0.153 0.408 -0.298
S 1.232 -0.206 -1.306
H -0.037 -1.549 0.872
H -0.853 0.851 -1.231
H 0.056 1.411 0.285
H 2.082 0.160 -0.307
*
```

Calculated values
Frontier orbital gap in Ha: 0.38026
LUMO level in eV: 0.70
Structure (SMILES): O=CCS
HOMO in eV: -9.65

How is the electron density shared among the atoms? According to Mulliken, the charges in e are: O -0.41; C 0.09; C -0.49; S -0.18; H 0.30; H 0.28; H 0.27; H 0.14

---

From most stable to least stable, the computed energies give (x), (w).

---

(w)
2 unconnected molecules or ions with the total composition C2H4OS, computed with ωB97M-V/def2-TZVPD.

```
! RIJCOSX wB97M-V def2-TZVPD def2/J DEFGRID3
* xyz 0 1
C -0.817 -0.313 -0.720
C -0.466 0.242 0.369
O 2.890 0.737 -0.400
S 2.448 -0.866 -0.066
H -1.629 -1.009 -0.755
H -0.455 -0.173 -1.720
H -0.247 0.684 1.288
H 2.272 0.816 -1.169
*
```

Calculated values
Frontier orbital gap (alpha / beta) in Ha: 0.34638 / 0.24523
LUMO level (alpha / beta) in eV: 0.09 / -1.51
HOMO (alpha / beta) in eV: -9.33 / -8.19

How is the electron density shared among the atoms? According to Mulliken, the charges in e are: C -0.41; C -0.47; O -0.40; S 0.01; H 0.22; H 0.23; H 0.44; H 0.37

---

(x)
2 unconnected molecules or ions with the total composition C2H4OS, computed with ωB97M-V/def2-TZVPD.

```
! RIJCOSX wB97M-V def2-TZVPD def2/J DEFGRID3
* xyz 0 1
C -0.808 -0.391 -0.701
C -1.448 0.036 0.372
H 0.177 -0.768 -0.478
H -1.423 -0.639 -1.565
H -2.389 0.412 0.213
H -0.808 0.032 1.264
O 2.977 1.213 0.794
S 3.722 0.104 0.100
*
```

Calculated values
Frontier orbital gap (alpha / beta) in Ha: 0.28648 / 0.28681
LUMO level (alpha / beta) in eV: -1.74 / -1.74
Structure (SMILES): C=C.O=S
HOMO (alpha / beta) in eV: -9.54 / -9.54

How is the electron density shared among the atoms? According to Mulliken, the charges in e are: C -0.49; C -0.46; H 0.19; H 0.27; H 0.29; H 0.20; O -0.28; S 0.28

---

(y)
A single C2H4OS molecule, computed with ωB97M-V/def2-TZVPD.

```
! RIJCOSX wB97M-V def2-TZVPD def2/J DEFGRID3
* xyz 0 1
C -0.145 -0.528 -0.021
C 0.291 0.672 -0.861
O -0.480 -1.282 2.571
S -0.274 -0.198 1.585
H -0.338 -1.493 -0.514
H 1.152 1.185 -0.360
H 0.423 0.334 -1.817
H -0.629 1.309 -0.583
*
```

Calculated values
Frontier orbital gap in Ha: 0.33434
LUMO level in eV: -0.11
HOMO in eV: -9.21

How is the electron density shared among the atoms? According to Mulliken, the charges in e are: C -0.12; C -0.82; O -0.52; S 0.29; H 0.31; H 0.28; H 0.32; H 0.26

---

From most stable to least stable, the computed energies give (y), (x), (w).

---

(w)
2 unconnected molecules or ions with the total composition C7H14N2O, computed with ωB97M-V/def2-TZVPD.

```
! RIJCOSX wB97M-V def2-TZVPD def2/J DEFGRID3
* xyz 0 1
H 0.401 -0.396 3.020
N -0.151 0.295 2.506
C -0.574 -0.180 1.382
C -1.849 0.406 0.710
C -3.029 0.028 1.209
C -1.689 1.570 -0.212
H -0.315 -1.192 1.038
H -3.258 -0.182 2.249
H -3.940 -0.012 0.619
H -0.930 2.266 0.158
H -1.427 1.210 -1.210
H -2.623 2.123 -0.351
C 1.803 0.833 -0.705
N 1.343 -0.549 -0.696
C 2.403 -1.548 -0.562
C 0.283 -0.906 -1.574
O 0.014 -2.041 -1.928
H 1.772 1.316 -1.682
H 1.179 1.459 -0.064
H 2.823 0.929 -0.325
H 1.987 -2.558 -0.572
H 3.087 -1.466 -1.411
H 2.950 -1.369 0.365
H -0.258 -0.036 -1.966
*
```

Calculated values
Frontier orbital gap in Ha: 0.35379
LUMO level in eV: 0.67
Structure (SMILES): [H]/N=C/C(=C)C.CN(C)C=O
HOMO in eV: -8.96

How is the electron density shared among the atoms? According to Mulliken, the charges in e are: H 0.28; N -0.66; C -0.27; C 0.88; C -0.84; C -1.17; H 0.39; H 0.28; H 0.31; H 0.30; H 0.15; H 0.41; C -0.93; N 0.30; C -1.15; C -0.09; O -0.56; H 0.38; H 0.21; H 0.34; H 0.34; H 0.38; H 0.36; H 0.38

---

(x)
A single C7H14N2O molecule, computed with ωB97M-V/def2-TZVPD.

```
! RIJCOSX wB97M-V def2-TZVPD def2/J DEFGRID3
* xyz 0 1
C 1.876 0.666 -2.093
C 1.608 0.657 -0.813
C 0.636 -0.145 0.024
C 1.210 -1.557 0.248
O 0.779 0.497 1.271
C 0.073 0.044 2.449
N -0.747 0.000 -0.491
C -1.192 1.454 -0.803
N -1.518 -1.035 -0.097
C -2.811 -0.951 -0.106
H 2.794 1.174 -2.445
H 1.322 0.399 -2.997
H 2.388 1.146 -0.180
H 0.290 -2.141 0.536
H 1.570 -1.826 -0.722
H 2.022 -1.450 0.939
H 0.478 -0.921 2.737
H -0.866 -0.281 2.209
H 0.226 0.868 3.072
H -0.297 1.799 -1.315
H -2.027 1.425 -1.521
H -1.272 2.030 0.132
H -3.269 -1.868 0.257
H -3.273 0.014 -0.293
*
```

Calculated values
Frontier orbital gap in Ha: 0.34305
LUMO level in eV: 0.98
Structure (SMILES): C=C[C@@](C)(OC)N(C)N=C
HOMO in eV: -8.35

How is the electron density shared among the atoms? According to Mulliken, the charges in e are: C -0.88; C -0.70; C 1.37; C -1.43; O -0.41; C -0.90; N 0.49; C -1.08; N -0.60; C -0.44; H 0.28; H 0.30; H 0.18; H 0.35; H 0.47; H 0.38; H 0.30; H 0.36; H 0.34; H 0.37; H 0.49; H 0.25; H 0.27; H 0.25

---

(y)
A single C7H14N2O molecule, computed with ωB97M-V/def2-TZVPD.

```
! RIJCOSX wB97M-V def2-TZVPD def2/J DEFGRID3
* xyz 0 1
C 0.243 1.935 0.138
C 0.518 0.627 0.147
C 1.113 -0.312 -0.855
C -0.066 -0.007 -1.735
C -1.326 -0.552 -1.605
N -1.619 -1.692 -0.893
N -2.394 -0.010 -2.301
C 0.466 -0.171 1.646
C 1.910 -0.318 2.130
O -0.311 0.581 2.545
H -0.339 2.370 -0.658
H 0.347 2.593 0.986
H 2.059 0.061 -1.244
H 1.160 -1.359 -0.548
H 0.160 0.543 -2.640
H -0.834 -2.101 -0.413
H -2.454 -2.210 -1.117
H -3.318 -0.197 -1.939
H -2.230 0.951 -2.577
H -0.012 -1.156 1.621
H 2.461 -1.033 1.522
H 2.433 0.637 2.059
H 1.951 -0.648 3.169
H 0.082 1.470 2.563
*
```

Calculated values
Frontier orbital gap in Ha: 0.27253
LUMO level in eV: 0.86
Structure (SMILES): C=C(CC=C(N)N)[C@@H](C)O
HOMO in eV: -6.55

How is the electron density shared among the atoms? According to Mulliken, the charges in e are: C -1.11; C 0.88; C -0.69; C -0.68; C 0.40; N -0.39; N -0.62; C 0.03; C -1.32; O -0.53; H 0.28; H 0.30; H 0.30; H 0.34; H 0.44; H 0.15; H 0.21; H 0.21; H 0.24; H 0.17; H 0.34; H 0.31; H 0.39; H 0.35

---

From most stable to least stable, the computed energies give (w), (y), (x).

---

(w)
A molecular structure, C3H2FLuO2, computed with ωB97M-V/def2-TZVPD.

```
! RIJCOSX wB97M-V def2-TZVPD def2/J DEFGRID3
* xyz 1 2
C -1.394 0.209 -0.124
O -0.248 -1.612 -0.517
C 0.406 -0.419 -0.340
C -1.532 -1.117 -0.220
O 1.459 -0.452 0.287
Lu 2.872 1.161 -0.686
H -1.255 0.908 0.721
H -2.380 -1.723 -0.536
F -3.048 1.066 -0.574
*
```

Calculated values
Frontier orbital gap (alpha / beta) in Ha: 0.22833 / 0.16395
LUMO level (alpha / beta) in eV: -5.81 / -7.51
HOMO (alpha / beta) in eV: -12.02 / -11.98

How is the electron density shared among the atoms? According to Mulliken, the charges in e are: C 0.03; O -0.25; C 0.65; C 0.06; O -0.39; Lu 0.58; H 0.31; H 0.36; F -0.35

---

(x)
A molecular structure, C3H2FLuO2, computed with ωB97M-V/def2-TZVPD.

```
! RIJCOSX wB97M-V def2-TZVPD def2/J DEFGRID3
* xyz 1 2
C -0.980 0.482 0.096
O 0.317 -1.315 -0.272
C 1.079 -0.191 -0.112
C -0.975 -0.845 -0.034
O 2.106 -0.347 0.556
Lu 3.329 1.358 -0.495
H -0.655 1.150 0.906
H -1.784 -1.477 -0.400
F -2.437 1.183 -0.246
*
```

Calculated values
Frontier orbital gap (alpha / beta) in Ha: 0.26788 / 0.18159
LUMO level (alpha / beta) in eV: -5.59 / -7.73
HOMO (alpha / beta) in eV: -12.88 / -12.67

How is the electron density shared among the atoms? According to Mulliken, the charges in e are: C -0.01; O -0.28; C 0.48; C -0.05; O -0.46; Lu 1.04; H 0.29; H 0.34; F -0.35

---

From most stable to least stable, the computed energies give (x), (w).

---

(w)
A molecular structure, C10H10N2, computed with ωB97M-V/def2-TZVPD.

```
! RIJCOSX wB97M-V def2-TZVPD def2/J DEFGRID3
* xyz 0 1
C -1.872 0.187 1.403
C -0.634 0.719 1.684
C 0.350 -0.173 1.876
C 0.232 -1.530 1.896
C -1.127 -1.947 1.581
C 1.593 0.180 -2.713
C 1.520 -0.334 -1.415
C 0.566 0.131 -0.499
C -0.277 1.060 -0.940
C -0.119 1.559 -2.260
H -2.677 0.857 1.306
H -0.256 1.785 1.559
H 1.390 0.352 1.859
H 1.101 -2.169 2.204
H -1.427 -2.998 1.423
H 2.200 -0.235 -3.420
H 2.276 -0.942 -1.056
H 0.465 -0.357 0.488
H -1.143 1.566 -0.468
H -0.753 2.371 -2.634
N -2.098 -1.142 1.313
N 0.689 1.060 -3.185
*
```

Calculated values
Frontier orbital gap in Ha: 0.36178
LUMO level in eV: 0.57
HOMO in eV: -9.27

How is the electron density shared among the atoms? According to Mulliken, the charges in e are: C -0.26; C -0.43; C 0.11; C -0.49; C -0.23; C -0.44; C -0.70; C 0.65; C -0.24; C -0.41; H 0.50; H 0.45; H 0.30; H 0.36; H 0.37; H 0.46; H 0.41; H 0.32; H 0.12; H 0.35; N -0.61; N -0.58

---

(x)
A single C10H10N2 molecule, computed with ωB97M-V/def2-TZVPD.

```
! RIJCOSX wB97M-V def2-TZVPD def2/J DEFGRID3
* xyz 0 1
C -1.338 2.039 -0.044
N -1.736 0.702 -0.026
C -2.987 0.210 0.011
C -2.902 -1.101 0.023
N -1.595 -1.530 0.056
C -0.931 -0.429 0.044
C 0.580 -0.245 -0.002
C 1.286 -0.150 1.153
C 2.684 -0.011 1.216
C 3.310 0.042 0.033
C 2.699 -0.066 -1.204
C 1.294 -0.281 -1.219
H -0.886 2.250 0.853
H -1.979 2.699 -0.165
H -0.655 2.039 -1.033
H -3.598 0.888 0.115
H -3.465 -1.763 -0.168
H 0.710 -0.234 2.155
H 2.996 0.078 2.110
H 4.345 0.118 -0.100
H 3.181 -0.019 -1.924
H 0.498 -0.301 -2.124
*
```

Calculated values
Frontier orbital gap in Ha: 0.34668
LUMO level in eV: 0.76
Structure (SMILES): Cn1ccnc1-c1ccccc1
HOMO in eV: -8.67

How is the electron density shared among the atoms? According to Mulliken, the charges in e are: C -0.97; N 0.10; C -0.16; C -0.92; N -0.59; C -0.38; C 0.22; C 0.35; C -1.19; C -0.14; C -1.36; C 0.30; H 0.34; H 0.51; H 0.26; H 0.59; H 0.72; H 0.24; H 0.62; H 0.36; H 0.86; H 0.24

---

From most stable to least stable, the computed energies give (w), (x).

---

(w)
2 unconnected molecules or ions with the total composition C10H10N2, computed with ωB97M-V/def2-TZVPD.

```
! RIJCOSX wB97M-V def2-TZVPD def2/J DEFGRID3
* xyz 0 1
C -0.718 -1.535 1.848
C 0.725 -1.481 2.214
C 1.502 -1.994 1.338
N 1.187 -2.482 0.069
C -0.088 -2.310 -0.242
C -1.091 -1.930 0.576
H -1.542 -1.407 2.640
H 1.241 -0.687 3.135
H 2.511 -2.052 1.648
H -0.304 -2.522 -1.306
H -2.192 -2.022 0.262
C -1.077 1.305 -1.344
C 0.197 0.876 -1.879
C 1.200 1.729 -1.760
N 1.053 2.861 -0.951
C -0.045 3.057 -0.268
C -1.185 2.327 -0.492
H -1.720 0.428 -1.651
H 0.270 -0.181 -2.223
H 2.149 1.631 -2.050
H 0.150 3.710 0.656
H -2.223 2.680 -0.220
*
```

Calculated values
Frontier orbital gap in Ha: 0.37024
LUMO level in eV: 0.49
Structure (SMILES): c1ccncc1.c1ccncc1
HOMO in eV: -9.59

How is the electron density shared among the atoms? According to Mulliken, the charges in e are: C -0.12; C -0.32; C -0.14; N -0.57; C -0.24; C -0.29; H 0.30; H 0.19; H 0.39; H 0.49; H 0.31; C 0.11; C -0.17; C -0.48; N -0.58; C -0.08; C -0.58; H 0.33; H 0.25; H 0.56; H 0.31; H 0.32

---

(x)
A molecular structure, C10H10N2, computed with ωB97M-V/def2-TZVPD.

```
! RIJCOSX wB97M-V def2-TZVPD def2/J DEFGRID3
* xyz 0 1
C -2.172 0.062 1.648
C -1.960 1.015 -0.610
C -1.253 1.461 -1.593
C 0.239 1.163 -1.686
C 0.653 -0.064 -0.900
C 1.973 -0.550 -0.816
C 2.468 -1.161 0.171
C 1.756 -1.752 1.226
C 0.320 -1.362 1.312
C -0.152 -0.415 0.176
H -1.770 1.159 2.364
H -3.436 -0.051 1.273
H -1.865 -0.922 2.479
H -2.979 1.358 -0.550
H -1.454 2.311 -2.144
H 1.606 1.035 -3.341
H 2.872 -0.002 -1.376
H 3.672 -1.320 0.550
H 2.258 -2.407 1.907
H -0.164 -1.380 2.272
N -1.350 0.112 0.327
N 0.739 1.709 -2.689
*
```

Calculated values
Frontier orbital gap in Ha: 0.29247
LUMO level in eV: 0.32
HOMO in eV: -7.64

How is the electron density shared among the atoms? According to Mulliken, the charges in e are: C -0.77; C -0.21; C -0.72; C 0.71; C 0.38; C -0.40; C -0.47; C -0.45; C -0.94; C 1.11; H 0.27; H 0.28; H 0.24; H 0.26; H 0.42; H 0.26; H 0.12; H 0.09; H 0.42; H 0.08; N 0.13; N -0.79

---

From most stable to least stable, the computed energies give (w), (x).